No. 1
The following is a DFT calculation (ωB97M-V with the def2-TZVPD basis set) of C13H16ClN3S in the gas phase.

XYZ file:
```
34
Properties=species:S:1:pos:R:3:forces:R:3
C 0.023 4.364 -2.126 0.03 0.01 -0.04
C -0.231 2.960 -1.696 -0.09 -0.49 0.16
C 0.189 1.814 -2.293 0.01 0.47 -0.02
C -0.255 0.654 -1.585 -0.36 -0.24 0.59
C -0.106 -0.725 -1.766 -0.26 0.21 0.38
N -0.627 -1.606 -0.948 0.11 -0.24 -0.34
C -1.336 -1.178 0.100 -0.03 0.18 -0.03
N -1.559 0.095 0.383 -0.40 0.14 0.30
C -1.025 0.977 -0.440 0.33 -0.08 -0.53
S -1.185 2.687 -0.250 0.17 -0.11 -0.28
C -1.788 -2.212 1.087 -0.04 -0.13 0.06
N -0.797 -2.403 2.133 -0.03 -0.02 0.01
C 0.524 -2.826 1.673 0.30 -0.28 0.02
C 1.469 -1.662 1.969 -0.10 -0.14 0.02
H 2.506 -1.975 2.072 0.06 0.01 -0.05
H 1.407 -0.913 1.176 0.01 0.04 -0.06
C 0.876 -1.113 3.263 -0.08 -0.02 -0.08
H 1.188 -1.733 4.103 0.04 0.01 0.06
H 1.162 -0.082 3.463 0.01 0.02 0.08
C -0.630 -1.256 3.027 -0.20 0.22 0.35
H -1.177 -1.444 3.956 0.03 0.15 0.03
H -1.031 -0.344 2.570 0.06 -0.09 0.15
H 0.820 -3.704 2.258 0.14 0.00 -0.13
H 0.506 -3.099 0.618 0.02 -0.07 0.06
H -2.719 -1.894 1.558 -0.02 -0.04 -0.10
H -1.934 -3.165 0.577 -0.10 0.10 -0.02
Cl 0.781 -1.381 -3.087 0.20 -0.12 -0.30
C 1.014 1.764 -3.536 -0.02 0.08 0.02
H 1.951 1.243 -3.345 0.07 0.01 -0.10
H 1.234 2.766 -3.891 0.04 0.07 -0.07
H 0.485 1.221 -4.316 0.06 0.01 -0.11
H -0.450 5.057 -1.435 0.02 0.16 -0.03
H 1.093 4.571 -2.148 0.02 0.08 0.00
H -0.379 4.539 -3.123 -0.01 0.08 -0.02
```
Positions in Å, forces in eV/Å.

Summary:
- Relative energy (zero: lowest compared OMol25 entry of this formula, charge and spin): 8.48 kJ/mol
- Frontier orbital gap: 8.50 eV
- Energy: -41569.1267 eV
- SMILES: Cc1sc2nc(CN3CCCC3)nc(Cl)c2c1C
- F_max: 0.7 eV/Å
- LUMO energy: 0.463 eV



No. 2
The following is a DFT calculation (ωB97M-V with the def2-TZVPD basis set) of a molecular structure, C35H59AsBaF6N2O9PSSe in a non-equilibrium geometry.

XYZ file:
```
116
Properties=species:S:1:pos:R:3:forces:R:3
Ba -0.859 -1.317 2.143 1.88 0.89 -1.41
C 3.799 2.153 -3.616 0.01 0.00 0.00
C 4.111 2.729 -2.227 -0.02 -0.02 0.00
C 5.630 2.767 -2.058 0.00 0.00 0.00
C 3.591 4.172 -2.159 0.00 0.00 0.00
C 3.429 1.881 -1.154 -0.02 0.04 -0.03
C 2.044 1.765 -1.143 0.01 0.00 -0.03
C 1.383 0.991 -0.209 -0.01 -0.17 0.12
Se -0.541 0.817 -0.410 0.29 -0.19 -0.19
C -0.577 -0.541 -1.793 0.02 -0.10 0.16
C -0.532 -0.094 -3.101 -0.03 0.02 -0.04
C -0.528 -0.982 -4.169 0.01 0.02 0.01
C -0.617 -2.334 -3.843 -0.01 -0.04 0.00
C -0.688 -2.839 -2.552 -0.04 0.02 -0.05
C -0.614 -1.934 -1.442 0.13 0.36 -0.14
O -0.554 -2.312 -0.222 -0.17 0.05 0.28
C -0.820 -4.369 -2.418 0.01 0.04 0.06
C -1.026 -4.883 -0.988 -0.01 0.01 0.00
C 0.447 -5.038 -2.972 0.00 0.00 0.00
C -2.038 -4.843 -3.230 0.00 -0.01 -0.02
C -0.414 -0.547 -5.629 -0.01 0.01 0.02
C -0.337 0.974 -5.767 0.00 0.00 0.00
C -1.633 -1.036 -6.424 0.00 0.01 0.00
C 0.859 -1.142 -6.248 0.00 0.01 0.00
C 2.082 0.280 0.821 -0.10 0.22 -0.35
O 1.462 -0.433 1.693 -0.04 0.14 0.13
C 3.508 0.408 0.811 0.01 -0.01 -0.04
C 4.120 1.184 -0.165 0.02 0.00 0.06
C 4.332 -0.352 1.856 -0.08 0.01 -0.01
C 4.122 -1.862 1.667 0.01 0.00 0.02
C 3.904 0.053 3.276 0.01 0.02 0.01
C 5.832 -0.068 1.732 0.00 0.00 0.00
H 4.246 2.768 -4.404 0.00 0.00 0.00
H 2.722 2.105 -3.788 0.00 0.00 0.00
H 4.189 1.136 -3.702 0.00 0.00 0.00
H 6.071 3.393 -2.838 0.00 0.00 0.00
H 6.066 1.769 -2.140 0.00 0.00 0.00
H 5.912 3.183 -1.088 0.00 0.00 0.00
H 4.082 4.797 -2.913 -0.01 0.00 0.00
H 3.783 4.600 -1.173 0.01 0.00 0.00
H 2.515 4.212 -2.334 0.00 0.00 0.00
H 1.446 2.270 -1.896 0.00 0.00 0.00
H -0.494 0.975 -3.266 0.01 0.00 0.00
H -0.630 -3.048 -4.661 0.00 0.00 0.00
H -0.189 -4.633 -0.342 0.02 -0.02 -0.01
H -1.140 -5.972 -1.027 -0.01 0.00 0.00
H -1.919 -4.454 -0.534 0.00 0.00 0.00
H 1.321 -4.715 -2.402 0.00 0.00 0.00
H 0.615 -4.778 -4.019 0.00 0.00 0.00
H 0.369 -6.128 -2.896 0.00 0.00 0.00
H -2.941 -4.345 -2.872 0.00 -0.01 0.01
H -2.169 -5.924 -3.115 0.00 0.00 0.00
H -1.937 -4.628 -4.295 0.00 0.00 0.00
H -1.227 1.457 -5.358 0.00 0.00 0.00
H -0.258 1.245 -6.823 0.00 0.00 0.00
H 0.535 1.376 -5.248 0.00 0.00 0.00
H -2.552 -0.632 -5.995 0.00 0.00 0.00
H -1.707 -2.124 -6.405 0.00 0.00 0.00
H -1.568 -0.717 -7.470 0.01 -0.01 0.00
H 1.738 -0.815 -5.689 0.00 0.00 -0.01
H 0.970 -0.826 -7.290 -0.01 -0.01 0.00
H 0.836 -2.233 -6.222 0.00 0.00 0.00
H 5.199 1.249 -0.155 -0.01 0.01 0.01
H 3.062 -2.104 1.702 0.01 0.00 0.01
H 4.636 -2.419 2.457 0.02 0.00 -0.01
H 4.521 -2.183 0.700 0.00 0.00 0.00
H 2.877 -0.241 3.475 0.00 0.01 -0.01
H 3.985 1.137 3.399 0.02 0.00 0.01
H 4.554 -0.426 4.015 0.00 0.00 0.00
H 6.233 -0.403 0.771 0.00 0.01 0.00
H 6.361 -0.608 2.522 0.00 -0.01 -0.01
H 6.052 0.996 1.846 0.01 0.00 0.02
N -3.896 -1.739 -0.357 0.15 -0.01 -0.14
C -3.423 -1.922 0.761 -0.57 -0.23 0.64
H -4.820 -2.136 -0.541 -0.01 0.00 0.03
N 0.885 2.088 4.008 -0.03 0.00 -0.01
H 0.014 1.738 4.398 0.01 -0.01 0.02
H 1.016 1.547 3.153 0.05 0.00 0.00
H 1.596 1.731 4.641 0.01 0.01 0.00
F -0.085 -0.785 4.478 -0.37 -0.35 0.94
As -0.309 -1.331 6.184 0.92 0.45 -0.05
F 1.186 -0.493 6.488 -0.03 -0.01 0.10
F -1.188 0.144 6.448 -0.06 -0.02 0.09
F -0.370 -1.761 7.859 -0.09 -0.02 0.03
F -1.783 -2.166 5.907 -0.08 0.10 -0.15
F 0.560 -2.763 5.758 0.04 -0.04 0.08
O -4.286 -3.180 4.158 -0.10 0.01 -0.02
S -3.240 -2.536 3.444 -0.38 -0.33 -0.02
O -3.048 -1.108 3.666 -0.21 -0.87 -0.12
O -2.001 -3.299 3.266 -1.17 0.20 0.23
O -3.923 -2.554 1.833 -0.08 -0.13 -0.05
C -5.014 1.265 4.883 -0.01 0.03 -0.04
C -3.690 1.997 4.957 0.03 -0.02 0.03
O -3.402 2.693 3.728 -0.04 -0.07 0.01
P -2.560 1.842 2.606 0.01 0.05 -0.21
O -3.708 1.090 1.753 0.07 -0.04 -0.01
C -4.668 1.767 0.937 -0.04 -0.01 0.01
C -5.966 0.990 0.992 0.00 -0.01 0.03
O -2.293 3.068 1.573 -0.02 0.09 0.10
C -1.227 3.980 1.874 0.04 -0.03 -0.04
C -1.799 5.340 2.215 -0.03 -0.02 0.00
H -5.242 0.816 5.852 0.01 0.00 0.00
H -4.965 0.466 4.145 0.00 -0.01 0.01
H -5.819 1.953 4.613 0.00 0.01 0.02
H -2.883 1.296 5.189 0.00 0.00 0.00
H -3.707 2.761 5.736 0.02 0.01 -0.01
H -4.274 1.808 -0.080 0.01 0.01 0.00
H -4.806 2.789 1.294 0.00 0.00 0.00
H -5.795 -0.043 0.694 0.00 0.01 -0.02
H -6.701 1.435 0.318 0.00 0.00 0.00
H -6.370 0.990 2.005 0.00 0.01 0.00
H -0.598 4.028 0.983 0.01 0.00 0.01
H -0.610 3.601 2.694 0.01 -0.01 -0.02
H -2.402 5.719 1.388 0.01 0.01 0.00
H -0.991 6.048 2.414 0.00 0.00 0.00
H -2.435 5.268 3.098 0.02 0.01 0.01
```
Positions in Å, forces in eV/Å.

Summary:
- Relative energy (zero: lowest compared OMol25 entry of this formula, charge and spin): 102.02 kJ/mol
- Frontier orbital gap (alpha / beta): 6.21 / 5.96 eV
- Energy: -221979.0465 eV
- <S²>: 0.755
- Charge: -2
- F_max: 2.5 eV/Å
- 2S+1: 2
- LUMO energy (alpha / beta): 3.894 / 3.639 eV



No. 3
The following is a DFT calculation (ωB97M-V with the def2-TZVPD basis set) of a molecular structure, C16H42O11V in a non-equilibrium geometry.

XYZ file:
```
70
Properties=species:S:1:pos:R:3:forces:R:3
O -7.889 -15.039 -3.052 4.14 0.35 -1.15
V -9.343 -15.274 -2.459 -1.48 -2.49 3.05
O -10.435 -14.592 -3.373 -3.34 2.04 -2.20
C -10.028 -16.672 -0.289 -2.06 0.08 2.39
O -8.892 -16.812 -0.750 4.98 -0.45 -2.18
O -10.814 -15.923 -0.894 -2.13 3.20 -3.86
O -10.444 -17.142 0.763 -0.12 -2.51 3.47
O -9.013 -13.464 -1.052 -0.01 0.19 0.19
H -9.341 -13.308 -0.167 -0.39 -0.45 0.22
H -8.512 -12.676 -1.264 0.29 0.01 -0.48
C -9.614 -19.558 -4.310 -0.37 0.22 -0.86
C -9.122 -18.473 -3.359 -1.01 -1.16 1.13
C -7.615 -18.465 -3.199 0.64 0.73 -1.07
O -9.675 -17.213 -3.753 1.82 -0.11 0.39
H -10.702 -19.564 -4.374 -0.16 0.20 0.24
H -9.379 -20.593 -4.062 0.57 0.13 0.18
H -9.286 -19.307 -5.318 0.33 -0.26 -0.27
H -9.573 -18.762 -2.409 0.10 0.38 0.49
H -7.210 -17.604 -2.668 -0.47 0.05 0.07
H -7.202 -18.418 -4.206 0.20 0.26 -0.38
H -7.120 -19.346 -2.791 -0.76 -0.31 0.41
H -10.532 -17.313 -4.174 -0.46 0.10 -0.07
C -13.309 -12.738 -1.870 0.82 -2.67 0.24
C -13.395 -11.602 -2.806 0.60 -0.86 -0.69
C -13.481 -12.039 -4.305 0.12 0.11 1.03
O -14.567 -10.945 -2.434 -1.26 1.83 -0.22
H -13.977 -13.535 -2.193 -0.61 -0.05 -0.08
H -13.556 -12.542 -0.827 0.16 0.50 -0.07
H -12.379 -13.306 -1.909 0.51 0.25 0.05
H -12.532 -10.967 -2.606 -0.16 0.48 -0.33
H -12.635 -12.633 -4.652 0.31 0.24 0.20
H -13.640 -11.154 -4.920 0.05 -0.05 -0.12
H -14.340 -12.705 -4.394 -0.27 0.08 -0.03
H -15.205 -11.631 -2.225 -0.07 -0.03 0.02
C -13.083 -18.629 -3.339 -0.54 -0.10 0.39
C -13.205 -17.474 -4.315 -1.83 -0.01 0.52
C -13.434 -16.131 -3.689 0.99 0.37 1.18
O -12.082 -17.430 -5.111 1.60 0.61 -1.24
H -12.215 -18.542 -2.685 0.26 0.15 -0.24
H -13.060 -19.564 -3.900 0.22 -0.20 0.01
H -13.920 -18.714 -2.645 -0.28 0.19 -0.11
H -14.086 -17.554 -4.951 -0.31 -0.89 -0.35
H -13.419 -15.313 -4.410 -0.08 -0.15 -0.10
H -12.627 -15.947 -2.979 0.26 0.36 0.09
H -14.347 -16.119 -3.095 -0.24 -0.10 -0.20
H -11.976 -18.219 -5.647 -0.19 -0.16 0.11
C -7.130 -16.427 -6.696 -0.36 0.91 0.37
C -7.049 -15.138 -7.501 0.16 0.81 0.89
C -6.416 -13.901 -6.830 -0.24 -0.24 0.70
O -6.307 -15.324 -8.665 1.17 -0.92 -1.76
H -7.647 -17.206 -7.256 0.15 -0.04 -0.05
H -7.716 -16.189 -5.808 -0.21 -0.15 0.18
H -6.173 -16.774 -6.305 0.17 0.04 -0.36
H -8.027 -14.833 -7.875 -0.62 -0.13 0.68
H -6.379 -13.123 -7.593 -0.23 0.36 0.04
H -5.383 -14.022 -6.503 0.11 -0.58 -0.15
H -6.934 -13.548 -5.938 -0.35 -0.02 -0.13
H -6.281 -14.462 -9.086 0.17 -0.07 -0.22
C -5.551 -14.977 -0.976 0.12 -0.73 0.50
C -5.260 -16.148 0.048 -0.29 1.57 -2.08
C -5.594 -15.772 1.455 0.29 0.24 1.15
O -5.990 -17.271 -0.334 0.77 -0.90 -0.05
H -6.630 -14.862 -1.078 0.00 0.22 -0.02
H -5.193 -15.203 -1.981 -0.09 -0.45 0.01
H -5.062 -14.032 -0.739 -0.04 0.16 0.52
H -4.214 -16.406 -0.119 0.28 -0.14 0.54
H -6.669 -15.750 1.632 -0.09 -0.14 -0.25
H -5.213 -14.803 1.778 0.18 0.27 -0.27
H -5.151 -16.485 2.151 -0.14 -0.28 0.09
H -6.919 -17.040 -0.393 -1.27 0.08 -0.09
```
Positions in Å, forces in eV/Å.

Summary:
- Frontier orbital gap (alpha / beta): 3.59 / 4.59 eV
- Energy: -65483.9202 eV
- <S²>: 0.755
- Charge: -2
- F_max: 5.5 eV/Å
- 2S+1: 2
- LUMO energy (alpha / beta): 4.497 / 4.493 eV



No. 4
The following is a DFT calculation (ωB97M-V with the def2-TZVPD basis set) of a molecular structure, C22H23KN6O7.

XYZ file:
```
59
Properties=species:S:1:pos:R:3:forces:R:3
K -1.309 -0.294 0.223 0.74 0.31 -0.25
O 2.419 -2.404 0.876 -0.04 -0.01 -0.06
C 2.090 -2.650 2.228 -0.04 -0.11 0.09
C 0.934 -3.634 2.356 0.14 0.00 -0.16
N -0.332 -3.006 1.998 -0.08 0.04 -0.08
C -1.196 -3.867 1.201 -0.01 -0.05 0.19
C -0.624 -4.103 -0.175 0.19 -0.02 0.09
O -0.353 -5.146 -0.691 -0.19 0.19 -0.01
O -0.383 -2.876 -0.754 -0.13 0.04 -0.11
C -0.991 -2.473 3.193 -0.17 0.00 -0.06
C -2.333 -1.704 2.984 0.06 -0.22 0.14
O -2.934 -1.436 4.033 0.06 -0.01 0.04
O -2.649 -1.442 1.798 -0.54 -0.34 0.61
H 1.677 -1.941 0.461 0.01 0.01 0.00
H 1.850 -1.714 2.747 -0.01 -0.01 0.01
H 2.989 -3.069 2.689 -0.03 -0.01 -0.01
H 0.895 -4.058 3.372 0.00 0.03 0.01
H 1.144 -4.464 1.673 -0.02 0.04 0.01
H -2.134 -3.323 1.052 0.01 -0.07 0.10
H -1.398 -4.838 1.674 0.06 -0.07 -0.05
H -0.301 -1.770 3.665 -0.01 -0.01 0.03
H -1.176 -3.273 3.929 -0.03 0.01 -0.02
N 3.697 1.783 1.374 -0.09 0.01 0.10
C 2.801 0.833 0.896 0.02 -0.16 -0.05
N 1.708 1.091 0.302 0.09 0.11 0.14
C 1.388 2.455 0.074 -0.22 -0.06 -0.17
N 0.254 2.807 -0.570 -0.28 -0.29 -0.13
N -0.544 1.877 -0.961 0.18 0.37 -0.07
C -1.712 2.330 -1.561 0.15 -0.03 -0.01
C -2.705 1.504 -2.042 -0.10 0.17 -0.11
C -3.904 2.094 -2.618 0.02 0.10 0.01
C -4.918 1.329 -3.087 0.00 0.22 0.00
C -4.824 -0.084 -3.024 -0.02 -0.19 -0.01
C -3.665 -0.588 -2.472 -0.06 -0.10 -0.05
N -2.631 0.107 -2.007 -0.09 0.10 -0.06
C 2.304 3.491 0.424 0.18 0.07 0.07
C 2.131 4.863 0.156 -0.09 -0.03 -0.04
C 3.079 5.813 0.530 0.06 0.05 0.02
C 4.248 5.454 1.174 -0.03 -0.01 0.00
C 4.454 4.086 1.448 0.03 0.02 -0.01
C 3.517 3.149 1.088 -0.03 0.04 -0.06
H 4.584 1.472 1.724 0.03 0.00 -0.04
H 3.108 -0.195 1.071 -0.03 0.02 0.00
H -1.848 3.409 -1.633 -0.03 -0.01 0.00
H -3.966 3.177 -2.650 -0.01 -0.01 -0.01
H -5.803 1.806 -3.502 0.01 -0.01 0.00
H -5.613 -0.740 -3.366 0.01 0.00 0.00
H -3.551 -1.670 -2.403 0.00 -0.06 -0.01
H 1.227 5.167 -0.353 0.00 -0.02 0.00
H 2.887 6.857 0.303 0.01 0.00 0.01
H 4.984 6.193 1.464 0.00 -0.01 0.00
H 5.357 3.756 1.956 -0.01 0.01 0.00
C -0.068 -0.812 -3.544 -0.06 -0.02 0.12
O 0.157 -1.509 -2.298 -0.04 -0.08 -0.12
C -0.526 -2.619 -2.099 0.43 0.17 0.02
O -1.152 -3.274 -2.874 -0.12 -0.08 0.02
H 0.828 -0.222 -3.711 0.01 0.00 0.04
H -0.940 -0.174 -3.396 0.08 -0.04 -0.06
H -0.229 -1.531 -4.344 0.02 -0.01 -0.02
```
Positions in Å, forces in eV/Å.

Summary:
- Relative energy (zero: lowest compared OMol25 entry of this formula, charge and spin): 284.04 kJ/mol
- Frontier orbital gap: 3.25 eV
- Energy: -62786.0672 eV
- Charge: -2
- F_max: 0.9 eV/Å
- LUMO energy: 4.295 eV



No. 5
The following is a DFT calculation (ωB97M-V with the def2-TZVPD basis set) of C16H16N6O4 in the gas phase in a non-equilibrium geometry.

XYZ file:
```
42
Properties=species:S:1:pos:R:3:forces:R:3
O 8.909 -1.617 3.531 -2.00 1.56 1.17
O -0.870 3.154 0.276 0.39 1.01 1.63
N 5.508 -2.669 1.198 -1.46 1.19 -0.34
N 3.360 0.280 1.286 -1.60 -0.68 -0.46
O 7.644 0.051 4.409 -1.51 -0.05 -0.53
O -5.910 1.900 0.078 -0.79 -0.01 -0.19
C 7.830 -0.985 3.607 3.84 -2.79 -2.13
C -1.112 2.101 -0.247 -1.55 1.19 -1.59
C 6.618 -2.646 1.823 2.16 1.75 2.46
C 3.788 -0.921 1.048 -2.03 -0.78 -1.44
C 6.826 -1.388 2.622 -0.50 -1.45 -0.74
C 5.775 -0.664 2.251 -0.53 0.40 1.04
C -0.170 -0.212 -0.881 1.52 1.38 2.19
C 1.076 1.261 0.563 -0.09 0.58 1.36
C 0.768 -1.210 -0.778 -1.73 -0.48 -1.56
C 2.060 0.261 0.678 0.03 0.16 -1.12
C -0.111 0.979 -0.184 1.73 0.60 0.53
C 1.856 -0.974 -0.031 2.31 -0.09 2.00
N 4.949 -1.427 1.506 1.74 0.33 0.25
N 2.988 -1.765 0.292 -0.58 3.38 0.74
N -2.276 2.040 -1.036 0.57 -1.69 1.04
N -3.481 2.889 -0.901 0.74 0.41 -1.61
C -4.870 2.200 1.010 1.87 -0.52 -1.88
C -5.535 1.467 -1.251 0.85 -0.31 1.17
C -3.990 3.332 0.405 -1.49 -3.53 -0.86
C -4.530 2.489 -1.865 -0.78 0.31 2.41
H 8.444 0.173 4.906 0.90 0.05 0.47
H 7.377 -3.383 1.787 0.16 -1.00 -0.18
H 5.601 0.332 2.593 -0.78 0.35 -0.19
H -0.973 -0.310 -1.467 -2.96 -0.99 -2.27
H 1.156 2.229 1.174 -0.10 -1.56 -1.28
H 0.488 -2.066 -1.377 0.81 -0.50 0.24
H 3.244 -2.691 0.119 0.11 -1.47 -0.55
H -2.235 1.239 -1.679 -1.30 0.67 0.52
H -5.247 2.543 1.937 -1.04 0.09 0.81
H -4.267 1.275 1.189 -0.23 0.55 -0.07
H -6.475 1.286 -1.820 0.63 0.60 0.36
H -5.049 0.450 -1.175 -0.18 0.84 0.00
H -3.213 3.602 0.998 2.54 0.49 1.84
H -4.636 4.184 0.407 -0.36 0.76 -1.19
H -5.035 3.434 -2.120 0.05 -0.52 -0.31
H -4.053 2.003 -2.656 0.64 -0.24 -1.73
```
Positions in Å, forces in eV/Å.

Summary:
- Relative energy (zero: lowest compared OMol25 entry of this formula, charge and spin): 210.37 kJ/mol
- Frontier orbital gap: 7.95 eV
- Energy: -33979.1335 eV
- SMILES: O=C(O)c1cnn(-c2nc3cc(C(=O)NN4CCOCC4)ccc3[nH]2)c1
- F_max: 5.2 eV/Å
- LUMO energy: 0.245 eV